Entry from the OMol25 dataset: a 2-piece molecular cluster, C2H6N2O3 overall in a non-equilibrium geometry (ωB97M-V/def2-TZVPD).

The expectation value of S² is 2.007. Its relative energy (zero: lowest compared OMol25 entry of this formula, charge and spin) is 371.8 kJ/mol. Its molecular weight is 106.08 g mol⁻¹. As for the spin multiplicity: 3. The total energy comes out at -414.75531 Eh.

Geometry (Å):
C 2.4705 -0.3466 0.3971
C -1.3717 1.1081 0.0994
N 1.8053 -0.1720 -0.6657
N -1.5636 -0.1795 0.0325
O -2.8817 -0.5714 0.2633
O -0.7329 -1.1483 -0.2886
O -0.2699 1.7909 -0.2448
H 3.0612 -1.2282 0.7402
H 2.4341 0.5895 1.1171
H -2.7819 -1.5301 0.2657
H -2.3389 1.6323 0.1423
H 1.7404 -0.9870 -1.2370
H 0.4290 1.0423 -0.6215

=====

Entry from the OMol25 dataset: a 2-piece molecular cluster, C14H29ClN4O4Si overall in a non-equilibrium geometry (ωB97M-V/def2-TZVPD).

Its molecular weight is 380.95 g mol⁻¹. The total energy comes out at -1820.50456 Eh.

Geometry (Å):
C 4.7764 -1.4292 1.5844
C 4.3848 -1.1413 0.1673
C 5.1586 -1.7571 -0.9427
N 3.4265 -0.3929 -0.2251
C 2.4061 0.0724 0.6075
N 1.8822 1.3611 -0.0034
C 0.8962 1.9568 0.6038
N 0.8234 3.3428 0.5786
N -0.1055 1.2473 1.2115
C -1.3300 1.2763 0.3473
C -2.6164 1.6751 1.0825
O -3.5569 0.6303 1.1944
Si -4.6569 0.3884 -0.0364
C -5.7336 -1.0174 0.5303
C -3.8322 -0.1119 -1.6410
C -5.7020 1.8942 -0.3723
C 0.3037 -0.1033 1.7277
Cl -1.1125 -1.0028 2.2319
C 1.1576 -0.8174 0.6805
C 1.4255 -2.2930 0.8793
H 4.4725 -0.6569 2.2890
H 5.8497 -1.5778 1.6553
H 4.3087 -2.3620 1.9069
H 4.9555 -1.2085 -1.8528
H 4.8147 -2.7867 -1.0584
H 6.2289 -1.8131 -0.7350
H 2.7018 0.3836 1.6185
H 2.6328 2.0116 -0.2244
H 0.2916 3.8149 -0.1294
H 1.3070 3.8915 1.2638
H -1.4270 0.3311 -0.1814
H -1.1432 2.0258 -0.4229
H -3.0604 2.5481 0.5952
H -2.3411 1.9925 2.0883
H -6.6742 -1.0149 -0.0192
H -5.2415 -1.9653 0.3107
H -5.9191 -0.9540 1.6006
H -4.5795 -0.6777 -2.2019
H -3.5476 0.7360 -2.2631
H -2.9839 -0.7800 -1.4992
H -5.1816 2.7019 -0.8858
H -6.1738 2.2926 0.5259
H -6.5117 1.5697 -1.0298
H 0.8907 0.0578 2.6282
H 0.6072 -0.6810 -0.2541
H 0.5129 -2.8499 0.6878
H 1.7995 -2.5174 1.8773
H 2.1367 -2.6197 0.1225
C 2.6435 -0.9698 -3.7209
O 3.1286 -1.9256 -3.0630
O 2.4311 0.2019 -2.8975
O 2.3245 -0.8591 -4.8944
H 2.7516 -0.1182 -2.0430

=====

Entry from the OMol25 dataset: a 6-piece molecular cluster, C18H45BrN2O9P overall (ωB97M-V/def2-TZVPD).

As for the net charge: +1. Its molecular weight is 544.44 g mol⁻¹. The total energy comes out at -4414.65763 Eh.

Geometry (Å):
C -1.1869 5.5248 -1.0057
C -0.8909 4.6515 -2.2204
O -0.7721 3.2507 -1.9071
N 0.3583 2.9327 -1.2141
C 1.4486 3.7210 -0.9534
C 2.2742 2.9603 -0.2365
N 1.6923 1.7126 -0.0748
P 2.5767 0.5642 0.8640
O 2.5758 0.8569 2.2878
O 3.9827 0.7705 0.1596
O 1.9956 -0.7976 0.3790
C 0.4843 1.7218 -0.7038
C -0.5738 0.6895 -0.8367
Br -1.2277 0.3326 0.9499
C -0.1624 -0.5504 -1.6680
C -0.7807 -1.8638 -1.2246
H -0.3296 6.1252 -0.7092
H -1.9850 6.2186 -1.2499
H -1.4904 4.9182 -0.1563
H -1.7451 4.6730 -2.8914
H -0.0329 4.9980 -2.7932
H 1.5433 4.7413 -1.2664
H 3.2364 3.1976 0.1738
H 4.6760 0.5903 0.8156
H 2.5396 -1.5563 0.6555
H -1.3955 1.1731 -1.3522
H -0.4265 -0.3735 -2.7093
H 0.9190 -0.6233 -1.6495
H -0.5403 -2.1287 -0.2011
H -0.3649 -2.6426 -1.8533
H -1.8564 -1.8516 -1.3871
C -0.4958 0.0752 5.0987
C 0.4707 -1.0551 4.8027
O -0.0397 -1.9504 3.8131
H -1.4553 -0.3221 5.4315
H -0.1032 0.7353 5.8726
H -0.6730 0.6740 4.2002
H 0.6381 -1.6611 5.6911
H 1.4356 -0.6537 4.4771
H -0.1864 -1.4401 3.0126
C -5.2789 5.5975 -2.4000
C -5.4278 4.3187 -3.2013
O -4.2183 3.5542 -3.2267
H -4.4781 6.2133 -2.8134
H -6.2011 6.1778 -2.4111
H -5.0314 5.3751 -1.3583
H -5.6592 4.5399 -4.2409
H -6.2388 3.7073 -2.7963
H -4.0107 3.3214 -2.3164
C -4.2983 -1.9802 4.2103
C -3.8752 -3.0880 3.2648
O -4.2582 -2.8205 1.9146
H -5.3775 -1.8330 4.1659
H -4.0184 -2.2150 5.2378
H -3.8212 -1.0349 3.9353
H -4.3609 -4.0253 3.5291
H -2.7919 -3.2379 3.3230
H -3.8341 -1.9992 1.6515
C 2.7945 -5.3925 -2.9364
C 1.8592 -4.4276 -2.2345
O 1.2226 -3.5253 -3.1415
H 3.5570 -4.8440 -3.4905
H 3.2868 -6.0513 -2.2201
H 2.2494 -6.0142 -3.6496
H 2.4160 -3.8003 -1.5413
H 1.0974 -4.9792 -1.6722
H 0.7025 -4.0380 -3.7684
C 6.2272 -2.8485 0.5842
C 5.2120 -3.2785 -0.4555
O 4.0841 -2.3949 -0.5071
H 5.7671 -2.8057 1.5726
H 7.0650 -3.5434 0.6231
H 6.6222 -1.8557 0.3518
H 4.8087 -4.2612 -0.2177
H 5.6749 -3.3327 -1.4443
H 4.4006 -1.5169 -0.7414

=====

Entry from the OMol25 dataset: a 2-piece molecular cluster, C5H13NSi overall in a non-equilibrium geometry (ωB97M-V/def2-TZVPD).

Its relative energy (zero: lowest compared OMol25 entry of this formula, charge and spin) is 517.4 kJ/mol. Its molecular weight is 115.25 g mol⁻¹. The total energy comes out at -542.37215 Eh.

Geometry (Å):
C 2.0089 -0.4170 -0.0481
C 3.4586 -0.5669 0.5022
C 1.5604 1.0924 -0.2563
C -3.6447 -0.1575 0.0763
C -0.9959 -1.1054 -1.0136
N 1.3424 -1.4385 -0.3325
Si -1.7080 -0.0492 0.3586
H 3.6335 0.0433 1.4144
H 3.9393 -1.5414 0.6912
H 4.1094 -0.1063 -0.1786
H 1.0555 1.2299 0.6976
H 0.7947 1.1413 -1.1063
H 2.2911 1.7831 -0.3848
H -4.1764 0.6758 -0.4323
H -4.0606 -0.8636 -0.6256
H -4.0716 -0.3990 1.0677
H -1.4648 -2.0601 -1.1804
H -0.3117 -0.6016 -1.7439
H -1.7184 -0.8366 1.7835
H -1.3893 1.4355 0.5351

=====

Entry from the OMol25 dataset: C6H8F4 in the gas phase in a non-equilibrium geometry (ωB97M-V/def2-TZVPD).

Its relative energy (zero: lowest compared OMol25 entry of this formula, charge and spin) is 0.0 kJ/mol. Its molecular weight is 156.12 g mol⁻¹. The total energy comes out at -632.75579 Eh.

Geometry (Å):
C 0.5389 -1.3780 -0.4520
C -1.1387 -1.1418 1.1171
C -0.1074 -0.3264 0.3907
C 0.7841 0.3201 1.5275
C -0.7843 0.8302 -0.3811
C 1.4873 -2.4824 -0.2449
F -2.3445 -1.4399 0.5060
F 0.7185 -3.6105 -0.2944
F 2.3780 -2.6258 -1.2121
F 2.1467 -2.3977 0.8968
H 0.1695 -1.4269 -1.4887
H -0.7797 -1.8571 1.8384
H 0.3938 1.2641 1.9425
H 1.6913 0.6329 1.0844
H 1.0044 -0.4157 2.2190
H -1.7289 0.8638 0.1313
H -0.8648 0.7548 -1.5351
H -0.1469 1.7518 -0.3666

=====

Entry from the OMol25 dataset: a 2-piece molecular cluster, C2H5N2O2 overall (ωB97M-V/def2-TZVPD).

As for the net charge: -1. Its relative energy (zero: lowest compared OMol25 entry of this formula, charge and spin) is 3.2 kJ/mol. Its molecular weight is 89.07 g mol⁻¹. The total energy comes out at -339.27444 Eh.

Geometry (Å):
N 0.6877 0.1487 -0.6860
C 1.0729 1.3939 -0.9550
N 1.6245 1.7643 -2.0600
H 0.6694 -0.5146 -1.4392
H 0.1475 -0.0040 0.1887
H 0.8090 2.1094 -0.1740
H 1.8925 2.7417 -1.9906
O -0.6620 -0.2329 1.7342
C -1.3751 -1.2446 1.4884
O -1.3819 -1.9649 0.4852
H -2.1232 -1.4369 2.2988

=====

Q: Which of these has the lowest molecular weight?
A: C2H5N2O2